DFT (ωB97M-V/def2-TZVPD) results for C17H30B2Br2FN4O5 as an isolated structure.

Charge = -1
HOMO = -4.604 eV

```
61
Properties=species:S:1:pos:R:3:forces:R:3:nbo_charge:R:1
C 5.6559 1.9529 0.6161 -0.2 0.6 -0.5 -0.627
C 4.1931 2.2943 0.2735 0.7 -0.4 1.0 -0.244
Br 3.9833 4.1978 0.6911 0.2 0.3 -0.9 -0.018
C 3.2210 1.3793 1.0710 -0.5 1.1 -0.3 -0.261
Br 2.6390 2.2994 2.7090 -0.1 -0.5 0.3 -0.031
C 2.0492 0.8259 0.2422 0.1 -0.8 -0.2 0.267
C 1.5268 1.7023 -0.8940 -0.7 0.2 0.6 -0.129
O 1.0896 2.9890 -0.3987 0.4 0.4 0.0 -0.443
N 0.5698 3.7526 -1.4624 0.1 -0.6 -0.4 0.371
O 1.1273 4.7705 -1.5755 -0.2 0.3 0.3 -0.259
O 2.6633 -0.2174 -0.4809 0.2 0.1 -0.2 -0.746
B 1.7768 -1.4210 -0.5538 0.8 -0.1 0.4 0.724
F 2.4842 -2.4340 0.2588 -0.4 0.0 0.1 -0.585
B 1.5951 -2.1490 -2.1066 0.0 0.4 -0.3 0.933
O 2.0731 -1.4804 -3.2626 -0.1 0.0 0.4 -0.957
N 0.9372 -3.4603 -2.3543 0.0 0.2 -0.3 -0.767
C -0.4276 -3.5198 -1.8618 0.1 -0.6 0.0 -0.406
C 1.7194 -4.5956 -1.9013 -0.3 -0.2 0.3 -0.395
O 0.5554 -0.9293 0.0691 -0.4 0.1 -0.3 -0.772
C 0.8557 0.1079 1.0034 0.2 -0.7 -0.1 0.268
C 1.2593 -0.6525 2.3072 -0.1 0.4 0.3 -0.265
N 0.6542 -0.1453 3.5629 0.3 -0.3 0.1 -0.854
C -0.4123 0.9114 1.2030 -0.6 0.3 0.4 -0.445
C -1.6477 0.0129 1.4399 0.1 0.1 -0.7 -0.381
C -2.6226 0.0697 0.2516 0.1 0.3 0.5 -0.409
C -3.5796 1.2769 0.3220 0.1 -0.4 -0.5 -0.203
N -4.9443 0.9262 -0.0631 0.7 0.5 0.2 -0.321
C -5.7764 0.1081 0.6373 -0.4 0.1 -0.4 -0.076
C -6.9529 0.0006 -0.0726 0.3 -0.2 0.4 -0.309
C -6.8117 0.7831 -1.2388 -0.1 0.0 0.0 -0.321
C -5.5557 1.3488 -1.2018 -0.8 -0.4 -0.1 -0.060
H 5.9999 2.5881 1.4258 0.1 -0.3 0.3 0.219
H 5.7694 0.8968 0.8413 0.1 -0.1 0.0 0.216
H 6.2658 2.2130 -0.2477 0.2 -0.1 0.0 0.212
H 4.0664 2.1780 -0.7935 -0.3 0.0 0.0 0.231
H 3.7983 0.5260 1.3966 -0.2 -0.1 0.2 0.245
H 2.2988 1.8434 -1.6433 0.1 0.0 -0.1 0.190
H 0.6874 1.1525 -1.3198 0.0 0.0 -0.2 0.210
H 1.3096 -1.0658 -3.6778 0.1 -0.1 -0.4 0.483
H -1.0846 -2.8980 -2.4683 0.0 0.3 0.2 0.186
H -0.7935 -4.5435 -1.9913 0.0 -0.1 0.0 0.178
H -0.5273 -3.2812 -0.7948 0.0 0.2 0.0 0.185
H 2.7865 -4.4332 -2.0324 0.1 0.1 -0.1 0.200
H 1.5451 -4.8066 -0.8369 0.2 0.1 0.1 0.173
H 1.4303 -5.5024 -2.4428 0.1 0.0 -0.2 0.168
H 2.3426 -0.7301 2.3809 0.1 0.0 0.0 0.191
H 0.9026 -1.6653 2.1625 0.0 -0.1 -0.1 0.221
H 1.3633 0.3108 4.1216 0.0 0.2 -0.1 0.357
H 0.3833 -0.9549 4.1076 -0.1 0.0 0.0 0.346
H -0.6287 1.5361 0.3397 0.2 0.0 -0.2 0.200
H -0.3202 1.5953 2.0427 0.3 0.0 0.1 0.233
H -1.3454 -1.0261 1.5242 0.1 0.0 0.3 0.223
H -2.1678 0.3281 2.3437 0.0 -0.2 0.2 0.190
H -3.1887 -0.8584 0.2070 -0.2 0.0 -0.1 0.209
H -2.0436 0.1692 -0.6643 0.0 -0.4 -0.1 0.213
H -3.2497 2.0229 -0.3964 0.0 0.2 0.1 0.205
H -3.5657 1.7382 1.3076 -0.2 0.0 0.1 0.196
H -5.4919 -0.3397 1.5715 0.2 0.0 0.1 0.210
H -7.7838 -0.6065 0.2417 -0.2 0.0 -0.1 0.211
H -7.5522 0.9082 -2.0090 0.0 0.1 -0.1 0.211
H -5.1040 2.0003 -1.9263 0.3 0.1 0.1 0.208
```
Forces are in eV/Å.

DFT (ωB97M-V/def2-TZVPD) results for one molecule with the formula C5H7NO.

HOMO = -7.316 eV

```
14
Properties=species:S:1:pos:R:3:forces:R:3:nbo_charge:R:1
C -1.8154 0.4060 -0.0553 0.0 0.1 0.1 -0.613
C -0.3783 0.2801 -0.5486 -0.1 0.0 0.2 -0.431
C 0.6268 1.4427 -0.2604 0.3 -0.3 -0.2 -0.277
C 1.8021 0.7901 -0.1764 0.2 0.4 -0.2 -0.248
N 1.6864 -0.7169 -0.2915 -0.4 0.1 0.6 -0.563
C 0.4062 -0.8722 -0.0728 0.1 0.0 0.1 0.733
O -0.0161 -1.7728 0.8066 0.0 -0.2 -0.1 -0.654
H -2.1503 1.3868 -0.3935 -0.1 0.0 0.2 0.249
H -1.8859 0.3994 1.0405 0.0 0.1 -0.1 0.191
H -2.5217 -0.3399 -0.4478 0.4 0.0 0.0 0.211
H -0.3975 0.2291 -1.6510 0.1 -0.1 0.2 0.279
H -0.5669 -1.2649 1.4299 -0.4 -0.4 -0.3 0.516
H 2.7912 1.1165 0.1216 0.0 0.0 -0.4 0.200
H 2.3412 -1.3815 0.1022 -0.1 0.1 0.1 0.407
```
Forces are in eV/Å.

DFT (ωB97M-V/def2-TZVPD) results for C42H80F18N7NaO12S6 as an isolated structure.

Charge = +1
Multiplicity = 2
HOMO (alpha / beta) = -5.899 / -9.222 eV

```
166
Properties=species:S:1:pos:R:3:forces:R:3:lowdin_spin:R:1
Na 1.9090 3.0075 -1.8896 0.4 0.3 -0.4 0.567
C 9.3858 2.7862 3.5264 0.7 -0.3 -0.2 0.000
C 8.1009 2.3875 2.8583 -2.3 -1.3 1.0 0.000
C 7.3605 1.1780 3.7352 0.2 0.6 -1.7 0.000
N 6.1150 0.5279 3.0783 0.5 0.9 -0.8 0.001
C 5.3684 -0.3419 4.1775 -0.4 0.1 -0.8 0.000
C 4.2204 -1.2758 3.6656 1.9 0.4 -1.2 0.000
C 4.7909 -2.1020 2.4389 -1.4 0.5 0.6 0.000
C 5.3489 -1.2084 1.3360 1.6 -0.2 1.4 0.001
C 6.5513 -0.3347 1.8345 -1.5 0.8 -0.7 0.001
C 5.2155 1.7070 2.5798 -0.3 -1.8 1.8 0.005
H 9.8196 3.6000 2.9453 0.2 0.0 0.3 0.000
H 10.0910 1.9552 3.5425 0.1 -0.1 -0.4 0.000
H 9.3300 3.0459 4.5836 -0.5 0.4 -0.1 0.000
H 8.1627 2.2287 1.7817 0.7 -1.1 0.0 0.000
H 7.4031 3.2180 2.7510 -0.2 0.3 1.0 0.000
H 7.0377 1.5542 4.7060 -0.1 0.3 -0.2 0.000
H 8.0170 0.3326 3.9410 0.3 0.2 -0.2 0.000
H 6.1810 -0.8533 4.6936 -0.1 -0.2 -0.1 0.000
H 4.8497 0.3204 4.8706 0.6 0.5 0.0 0.000
H 3.9037 -1.8850 4.5121 0.2 -0.2 -0.2 0.000
H 3.3545 -0.6533 3.4401 0.1 -0.2 -0.3 0.000
H 5.4890 -2.8228 2.8645 0.3 0.0 -0.4 0.000
H 4.0190 -2.6462 1.8947 -0.4 -0.3 0.7 0.000
H 5.7236 -1.8457 0.5350 0.1 0.1 -0.1 0.000
H 4.5446 -0.6032 0.9178 0.2 0.2 0.1 0.002
H 7.5432 -0.7770 1.9270 -0.4 -0.7 1.1 0.000
H 6.7795 0.3100 0.9858 -0.3 0.9 0.3 0.001
H 4.2214 1.2605 2.5565 0.1 0.2 -1.0 0.001
H 5.6087 2.1825 1.6813 -0.2 -0.3 0.2 0.006
H 5.1125 2.3768 3.4336 0.5 0.3 -0.2 0.001
C 2.0448 -7.6113 1.2873 0.2 0.1 -0.4 0.000
C 2.4800 -6.5196 0.2657 -0.3 0.3 0.0 0.000
C 1.2166 -5.7604 -0.2814 2.3 0.6 0.1 0.000
N 1.5963 -4.4296 -1.1509 0.4 1.0 -1.4 0.000
C 0.2643 -3.6846 -1.4339 0.0 0.0 -1.3 0.000
C -0.5730 -4.4513 -2.5014 -0.2 -0.8 0.2 0.000
C 0.1233 -4.8336 -3.8389 0.9 -0.1 0.6 0.000
C 1.5219 -5.4511 -3.5772 -0.7 0.2 0.7 0.000
C 2.3533 -4.6065 -2.5433 -2.0 -1.1 -0.5 0.000
C 2.5147 -3.3575 -0.4873 -0.8 -1.6 1.1 0.000
H 1.4878 -8.4094 0.7965 -0.5 0.2 0.1 0.000
H 1.5136 -7.1521 2.1210 -0.6 0.0 -0.3 0.000
H 2.8386 -8.1514 1.8034 0.6 0.3 -0.4 0.000
H 3.0071 -6.8910 -0.6132 0.0 -0.6 0.1 0.000
H 3.2241 -5.8909 0.7546 -0.3 0.5 0.1 0.000
H 0.5695 -5.4666 0.5451 -0.1 0.5 -0.2 0.000
H 0.7092 -6.4790 -0.9251 -0.1 0.6 -0.3 0.000
H -0.1538 -3.5077 -0.4429 -0.5 -0.4 -0.2 0.000
H 0.4723 -2.6829 -1.8100 0.6 0.0 -0.1 0.000
H -0.9069 -5.3350 -1.9577 0.1 -0.6 -0.3 0.000
H -1.5375 -4.0496 -2.8122 0.2 1.0 0.5 0.000
H -0.4854 -5.5267 -4.4198 -0.2 -0.4 0.5 0.000
H 0.2096 -4.0398 -4.5809 0.0 0.7 0.5 0.000
H 1.3911 -6.4634 -3.1950 0.0 -0.1 0.3 0.000
H 1.9922 -5.6167 -4.5465 0.6 0.5 0.2 0.000
H 3.3455 -5.0303 -2.3885 -0.1 0.1 0.3 0.000
H 2.3912 -3.5779 -2.9020 0.3 -0.1 0.0 0.000
H 3.4859 -3.8286 -0.3366 -0.1 0.0 0.3 0.000
H 1.9949 -3.0808 0.4300 0.3 -0.1 0.2 0.000
H 2.6934 -2.4362 -1.0418 -0.7 -0.4 -0.6 0.001
C 0.2009 4.8247 1.2326 0.6 -1.2 0.4 0.020
C -0.7113 4.6203 0.0415 -1.4 0.9 -0.7 0.036
C -1.3516 5.9361 -0.3906 -1.4 1.3 0.7 0.007
N -2.4878 5.9836 -1.4857 0.8 -0.6 0.7 0.001
C -2.9468 7.4783 -1.6490 0.7 -1.1 -1.0 0.000
C -3.7790 7.7131 -2.9438 0.5 0.1 0.8 0.000
C -3.1060 7.2126 -4.2157 1.4 0.6 0.5 0.000
C -2.7287 5.7618 -4.0239 -0.1 -1.2 -0.7 0.001
C -1.8500 5.3629 -2.8078 -2.9 0.7 0.5 0.010
C -3.6825 5.1321 -0.9293 1.0 0.8 -0.7 0.001
H 0.7312 3.8748 1.3003 0.5 0.2 0.0 0.006
H -0.2809 4.8218 2.2103 -0.5 0.6 -0.2 0.001
H 0.9453 5.6199 1.1924 -0.2 0.1 -0.3 0.009
H -1.5654 4.0142 0.3436 0.3 -0.6 0.0 0.001
H -0.2220 4.1179 -0.7930 0.2 0.0 0.0 0.041
H -0.6883 6.7883 -0.5387 0.4 -0.4 -0.9 0.005
H -1.8736 6.3075 0.4913 -0.3 -0.1 0.3 0.000
H -2.0482 8.0909 -1.7214 0.4 -0.3 -0.3 0.000
H -3.3647 7.8176 -0.7011 -0.6 -0.4 -0.1 0.000
H -3.7734 8.7997 -3.0294 -0.8 0.1 0.1 0.000
H -4.7751 7.2746 -2.8833 -0.1 0.3 0.2 0.000
H -2.2183 7.8272 -4.3653 0.3 0.0 0.0 0.000
H -3.7394 7.4788 -5.0619 -0.1 -0.7 -0.1 0.000
H -2.3133 5.1714 -4.8406 0.9 0.9 -0.6 0.001
H -3.6707 5.2195 -4.1059 -0.4 -0.3 1.3 0.000
H -0.7918 5.6242 -2.8130 -0.2 0.2 -0.2 0.018
H -2.0023 4.2891 -2.6997 0.4 0.0 0.3 0.001
H -4.5207 5.0762 -1.6238 0.3 0.2 -0.3 0.000
H -4.0157 5.6538 -0.0321 0.1 -0.2 0.0 0.000
H -3.3426 4.1158 -0.7304 0.2 0.2 0.0 0.000
C -2.5098 3.1478 4.8486 -0.5 1.5 -1.0 0.000
C -3.9231 2.7850 4.3662 -0.3 0.6 0.8 0.000
C -3.8251 1.5376 3.5580 -1.1 -0.1 -0.6 0.000
N -5.1598 1.2136 2.8443 -1.3 1.6 0.2 0.000
C -5.4883 2.1743 1.5751 1.8 -1.4 -0.4 0.000
C -4.5327 1.7270 0.3464 -1.0 0.7 1.5 0.000
C -4.7768 0.2693 -0.0268 1.2 -0.2 1.3 0.000
C -4.3512 -0.5906 1.2015 -0.4 0.7 -0.4 0.000
C -5.2063 -0.2248 2.4013 -0.5 -0.2 -0.2 0.000
C -6.3064 1.4388 3.8634 -0.2 -0.6 0.1 0.000
H -1.8944 2.3505 5.2653 -0.3 -0.1 -0.2 0.000
H -2.4906 4.0120 5.5126 -0.3 -0.3 0.4 0.000
H -2.0884 3.5787 3.9403 0.9 -0.4 0.0 0.000
H -4.3839 3.5165 3.7024 0.6 0.7 0.0 0.000
H -4.6488 2.7910 5.1795 0.2 -0.7 0.2 0.000
H -3.5686 0.7019 4.2091 0.0 -0.3 -0.5 0.000
H -3.0992 1.7207 2.7658 0.2 -0.5 0.1 0.000
H -5.3435 3.2087 1.8870 0.2 -0.2 0.2 0.000
H -6.5531 2.0583 1.3727 0.1 -0.4 0.0 0.000
H -3.5019 1.8933 0.6594 0.2 -0.4 0.2 0.000
H -4.5728 2.3889 -0.5187 -0.8 0.1 0.1 0.000
H -4.0847 0.0205 -0.8312 -0.5 -0.1 -0.3 0.000
H -5.8276 0.0753 -0.2418 0.1 0.0 -0.4 0.000
H -3.2882 -0.4337 1.3846 0.1 -0.1 0.1 0.000
H -4.5119 -1.6523 1.0139 0.1 0.0 0.1 0.000
H -5.0068 -0.8547 3.2682 0.1 0.1 0.1 0.000
H -6.2557 -0.3390 2.1297 0.0 -0.4 0.0 0.000
H -6.0287 1.0466 4.8417 0.4 0.1 -0.1 0.000
H -7.2332 0.9121 3.6360 0.4 -0.4 -0.8 0.000
H -6.6731 2.4597 3.9707 0.9 0.3 -0.2 0.000
C -0.4536 -1.0708 3.9466 1.6 -1.2 -0.2 0.000
F 0.0933 -0.7338 5.1368 -1.0 0.3 -0.8 0.000
F -1.7127 -1.3618 4.0077 -1.9 1.0 0.8 0.000
F -0.2444 -0.1096 3.0514 0.0 -0.1 0.7 0.000
S 0.2927 -2.6700 3.4148 3.6 -2.2 2.0 0.000
O 0.0973 -2.8395 1.9895 0.3 0.9 1.2 0.000
O 1.6862 -2.5600 3.9699 -3.1 -0.2 -1.6 0.000
N -0.5155 -3.8217 4.3605 3.0 3.6 0.3 0.000
S -1.4937 -4.5662 3.4873 -2.0 -2.4 -6.5 0.000
O -2.6566 -3.7901 3.0013 1.3 -1.2 1.3 0.000
O -0.8047 -5.3261 2.3662 -1.8 0.9 2.9 0.000
C -2.1387 -5.8469 4.6511 -1.4 0.0 0.9 0.000
F -2.5271 -5.2097 5.8102 1.1 -1.0 -0.8 0.000
F -3.2931 -6.3459 4.1537 1.2 0.0 0.0 0.000
F -1.2715 -6.8556 4.8705 -0.9 1.2 0.1 0.000
C -0.9985 1.6961 -3.9696 0.8 -0.9 0.1 0.006
F -2.2083 1.7127 -4.6028 2.2 0.5 1.4 0.001
F -0.1633 0.8712 -4.6014 -1.0 0.9 0.6 0.005
F -0.3875 2.9320 -3.8890 -1.1 -0.9 -0.5 0.039
S -1.2000 1.0895 -2.1273 -3.2 -3.2 -0.8 0.022
O -2.3831 1.8643 -1.6525 2.6 -0.1 -0.6 0.001
O -1.5172 -0.3859 -2.2374 1.5 4.0 0.4 0.003
N 0.3144 1.3727 -1.3978 -2.3 0.3 -0.9 0.026
S 0.2160 0.5980 -0.0078 -0.5 -1.3 2.6 0.035
O -1.0008 0.9435 0.7705 2.1 -0.3 -1.4 0.003
O 0.5864 -0.7993 -0.1293 -0.2 1.3 0.2 0.003
C 1.7443 1.2787 1.1046 -4.1 -0.8 0.3 0.012
F 2.4811 2.1477 0.4924 1.1 1.2 -0.4 0.081
F 1.1892 1.8007 2.2465 1.0 0.1 -1.1 0.003
F 2.4332 0.2368 1.4653 0.9 -0.7 0.1 0.004
C -0.9546 -5.9521 -7.8368 -1.7 1.5 1.2 0.000
F -0.7503 -6.2464 -9.0892 0.6 -0.7 -0.1 0.000
F -1.7564 -6.9027 -7.2343 1.5 1.2 -0.8 0.000
F 0.1974 -5.8007 -7.1403 -1.0 -0.5 -0.7 0.000
S -2.0018 -4.2724 -7.9082 -2.7 -0.3 -1.4 0.000
O -2.9286 -4.4438 -9.0574 2.7 0.1 1.6 0.000
O -2.7796 -4.1616 -6.6499 2.5 -0.1 -1.4 0.000
N -0.7196 -3.0584 -8.2924 -2.7 -4.2 -0.4 0.000
S -1.1291 -1.9531 -7.3300 0.8 5.4 0.5 0.000
O -2.3743 -1.2261 -7.4726 0.2 -0.7 -0.4 0.000
O -0.7274 -2.1789 -5.9867 0.7 -0.3 1.9 0.000
C 0.1388 -0.5691 -7.9769 0.1 -2.1 0.3 0.000
F 1.4462 -1.0098 -7.9270 -1.1 0.4 -0.1 0.000
F -0.1496 -0.2544 -9.2383 0.2 0.2 0.2 0.000
F 0.0899 0.5286 -7.2155 -0.2 0.0 -0.2 0.000
```
Forces are in eV/Å.

DFT (ωB97M-V/def2-TZVPD) results for C23H26CaNO3 as an isolated structure.

Charge = -1
HOMO = -3.892 eV

```
54
Properties=species:S:1:pos:R:3:forces:R:3:nbo_charge:R:1
C 2.4380 -0.6058 2.9106 -0.3 -0.7 0.0 -0.393
C 1.2558 0.1495 3.0437 -0.4 -0.5 -0.1 -0.355
C 0.1679 -0.6510 2.6175 0.4 -0.1 0.4 -0.389
H 1.1760 1.1590 3.4160 0.0 0.1 -0.1 0.201
C 0.6771 -1.9223 2.2417 0.2 0.2 0.4 -0.437
C 2.0814 -1.8992 2.4343 -0.1 0.4 0.2 -0.388
H 0.1060 -2.7087 1.7698 0.0 -0.2 0.1 0.201
C 3.6144 1.1468 -0.0550 -0.3 0.2 -0.5 -0.398
C 2.8429 1.9324 0.8241 -0.3 0.3 -0.4 -0.344
C 1.6369 2.2891 0.1615 0.2 -0.2 0.1 -0.383
H 3.0972 2.2074 1.8420 0.0 -0.1 -0.2 0.211
C 1.6566 1.7208 -1.1326 0.2 -0.4 0.3 -0.211
C 2.8924 1.0345 -1.2807 -0.2 0.2 0.2 -0.373
H -0.8706 -0.3468 2.5990 0.0 0.0 -0.1 0.207
H 2.7823 -2.6679 2.1435 -0.1 -0.1 0.1 0.218
H 3.4421 -0.2665 3.1137 0.0 0.0 0.0 0.207
H 3.1282 0.4083 -2.1334 0.3 0.1 0.1 0.208
H 0.8098 2.8482 0.5824 0.1 0.0 0.1 0.206
H 4.5492 0.6543 0.1892 -0.1 0.2 -0.1 0.216
Ca 1.5698 -0.4768 0.3441 0.6 0.7 0.9 1.770
C 0.5561 1.7587 -2.1794 0.1 -0.5 0.4 -0.053
C 1.2042 2.3551 -3.4267 -0.1 0.2 -0.5 -0.594
C -0.6239 2.6176 -1.7263 -0.2 0.2 0.1 -0.613
H 1.7804 3.2503 -3.1550 -0.2 -0.3 0.0 0.225
H 0.4550 2.6479 -4.1674 -0.1 -0.1 -0.2 0.183
H 1.8966 1.6460 -3.8955 -0.1 0.1 0.1 0.213
H -0.3185 3.6657 -1.6417 0.0 -0.1 0.0 0.219
H -1.0332 2.3014 -0.7551 0.2 0.0 -0.2 0.225
H -1.4459 2.5669 -2.4537 0.1 0.0 0.0 0.185
C 0.0018 0.3218 -2.5326 -0.3 0.3 -0.9 -0.496
C -0.9220 -0.3282 -1.5225 1.5 0.1 2.8 0.704
H 0.8423 -0.3684 -2.7926 -0.6 0.3 0.6 0.269
H -0.5879 0.3807 -3.4629 0.2 0.2 0.0 0.198
O -0.6027 -0.4210 -0.2981 -0.7 0.0 -2.7 -0.713
N -2.0671 -0.9191 -1.8925 -0.9 -0.3 -0.3 -0.613
C -2.6835 -1.9119 -0.9661 0.6 0.4 -0.7 -0.222
H -2.6109 -0.5297 -2.6686 0.6 -0.6 0.4 0.403
C -3.2423 -1.3521 0.3104 -0.4 0.0 0.6 -0.016
C -3.2298 -2.1070 1.4961 0.0 0.2 -0.2 -0.210
H -2.7531 -3.0941 1.4661 -0.1 0.4 0.2 0.217
C -3.8062 -1.6000 2.6677 0.0 0.1 -0.3 -0.205
H -3.7852 -2.1902 3.5938 0.0 0.3 -0.5 0.216
C -4.4142 -0.3332 2.6500 0.2 -0.3 -0.2 -0.174
H -4.8698 0.0632 3.5580 0.2 -0.1 -0.2 0.201
C -4.4438 0.4075 1.4648 0.1 -0.2 -0.2 -0.224
H -4.9175 1.3925 1.4270 0.1 -0.3 0.1 0.208
C -3.8641 -0.1122 0.2973 -0.3 0.2 0.4 -0.220
H -3.8987 0.4432 -0.6429 0.0 0.0 0.4 0.203
H -1.9251 -2.6823 -0.7410 -0.3 0.4 -0.1 0.228
H -3.4712 -2.3653 -1.5637 -0.1 -0.2 0.1 0.205
O 4.5592 -3.2806 -1.1375 0.2 0.1 0.1 -0.690
C 3.9691 -2.4032 -0.5313 -2.0 0.9 0.1 0.651
O 2.7002 -2.0523 -0.6791 2.2 -0.9 -0.1 -0.936
H 4.4984 -1.7726 0.2697 -0.2 -0.7 -0.7 0.045
```
Forces are in eV/Å.

It is found that the strongest force on any atom values, taken in the order of the records, are 0.025, 0.015, 0.141, 0.062 Eh/bohr.